Density functional theory data (ωB97M-V/def2-TZVPD) for a structure of composition C5H9ClO.

Structure (XYZ):
```
16
Properties=species:S:1:pos:R:3:mulliken_charge:R:1
C -1.878 -1.388 0.233 -0.765
C 0.106 -0.148 -0.109 0.256
C -1.018 1.025 -0.243 -1.141
C 1.424 -0.133 0.132 0.665
C 2.331 1.012 0.191 -1.027
H -2.221 -0.826 1.420 0.283
H -1.963 -2.604 0.401 0.266
H -2.647 -1.199 -1.063 0.258
H -1.772 0.993 0.387 0.429
H -0.459 2.057 -0.449 0.234
H -1.557 0.655 -1.206 0.280
H 1.801 1.933 0.087 0.304
H 2.974 0.967 1.103 0.273
H 3.143 0.914 -0.693 0.238
O -0.370 -1.498 -0.047 -0.331
Cl 2.106 -1.761 -0.144 -0.223
```

Energy above the lowest of the compared OMol25 structures with the same formula, charge and spin = 593.0 kJ/mol
Frontier orbital gap = 8.72 eV
Total charge = 0

Density functional theory data (ωB97M-V/def2-TZVPD) for an isolated molecule of C5H14N2O.

Structure (XYZ):
```
22
Properties=species:S:1:pos:R:3:mulliken_charge:R:1
C -0.337 1.103 1.541 -0.729
O 0.154 1.878 2.611 -0.508
C 0.280 -0.306 1.608 0.222
C 0.096 -1.088 0.280 -1.110
C -0.782 -0.589 -0.872 -0.513
C -0.045 -0.672 -2.218 -0.680
N -0.437 0.257 -3.241 -0.580
N 1.720 -0.222 1.870 -0.632
H -1.423 1.001 1.588 0.365
H -0.187 1.569 0.555 0.372
H -0.138 2.802 2.511 0.319
H -0.178 -0.816 2.433 0.279
H 1.087 -1.362 -0.087 0.595
H -0.247 -2.091 0.556 0.308
H -1.714 -1.151 -0.978 0.288
H -1.127 0.437 -0.740 0.417
H -0.220 -1.689 -2.580 0.331
H 1.008 -0.525 -2.009 0.392
H -1.290 0.022 -3.719 0.221
H -0.381 1.233 -2.990 0.198
H 1.957 0.047 2.806 0.253
H 2.204 0.163 1.076 0.192
```

Energy above the lowest of the compared OMol25 structures with the same formula, charge and spin = 212.3 kJ/mol
Frontier orbital gap = 9.53 eV
Total charge = 0

Density functional theory data (ωB97M-V/def2-TZVPD) for a cluster of 2 separate species, C5H9NO in total.

Structure (XYZ):
```
16
Properties=species:S:1:pos:R:3:mulliken_charge:R:1
C 0.799 0.451 -0.964 -1.323
C -0.415 -0.291 -0.391 1.096
C -1.713 0.061 -1.127 -1.518
C 0.617 0.203 2.594 -0.220
O 1.731 0.860 2.369 -0.329
C -0.180 -1.744 -0.413 0.170
N 0.013 -2.885 -0.431 -0.481
H 0.634 1.532 -0.894 0.337
H 1.713 0.204 -0.415 0.323
H 0.950 0.196 -2.018 0.384
H -1.648 -0.205 -2.187 0.354
H -1.892 1.138 -1.051 0.381
H -2.567 -0.463 -0.689 0.363
H -0.533 -0.010 0.666 -0.067
H 0.974 -0.853 2.646 0.150
H 1.517 1.806 2.306 0.380
```

Energy above the lowest of the compared OMol25 structures with the same formula, charge and spin = 383.0 kJ/mol
Frontier orbital gap = 9.58 eV
Total charge = 0

Density functional theory data (ωB97M-V/def2-TZVPD) for an isolated molecule of C5H7ClO.

Structure (XYZ):
```
14
Properties=species:S:1:pos:R:3:mulliken_charge:R:1
C 0.925 -0.413 0.398 0.226
C 0.621 1.006 0.679 -0.457
C 0.183 1.488 -0.641 -0.387
C -0.449 -0.714 -0.363 0.302
C -1.421 -1.779 -0.156 -0.953
H 1.147 -1.067 1.354 0.290
H -0.557 0.708 1.227 0.291
H 1.439 1.618 1.312 0.293
H -0.470 2.304 -0.543 0.299
H 0.788 1.778 -1.622 0.214
H -1.224 -2.688 0.487 0.229
H -2.446 -1.840 -0.682 0.230
O -0.852 0.416 -0.871 -0.381
Cl 2.316 -0.816 -0.580 -0.196
```

Energy above the lowest of the compared OMol25 structures with the same formula, charge and spin = 315.3 kJ/mol
Frontier orbital gap = 9.06 eV
Total charge = 0

Density functional theory data (ωB97M-V/def2-TZVPD) for a structure of composition H12Na4O7.

Structure (XYZ):
```
23
Properties=species:S:1:pos:R:3:mulliken_charge:R:1
Na 6.230 9.772 -7.691 0.889
Na 6.648 11.113 -9.661 1.190
Na 6.357 7.625 -9.338 0.969
Na 4.796 9.458 -9.949 1.151
O 6.449 9.413 -9.357 -1.217
H 6.530 9.318 -10.326 -1.230
O 6.096 7.907 -7.343 -0.951
H 5.718 8.425 -8.080 0.114
O 8.338 9.033 -9.820 -0.742
H 7.489 9.401 -9.575 1.206
H 8.393 8.211 -9.332 0.482
O 8.091 9.447 -7.615 -0.618
H 7.945 9.688 -8.530 0.005
H 8.941 9.831 -7.398 0.246
O 7.609 9.374 -11.758 -0.885
H 7.371 10.295 -11.866 0.380
H 7.804 9.284 -10.825 0.781
O 6.413 10.868 -11.314 -0.711
H 6.376 11.285 -12.175 0.480
H 5.587 11.111 -10.895 0.522
O 5.481 8.932 -11.360 -0.949
H 5.980 8.116 -11.393 0.515
H 6.145 9.616 -11.278 0.373
```

Energy above the lowest of the compared OMol25 structures with the same formula, charge and spin = 2661.1 kJ/mol
Frontier orbital gap = 6.09 eV
Total charge = +2

Density functional theory data (ωB97M-V/def2-TZVPD) for a cluster of 7 separate species, C14H42O7S7 in total.

Structure (XYZ):
```
70
Properties=species:S:1:pos:R:3:mulliken_charge:R:1
C 33.088 47.706 31.886 -0.818
S 34.526 48.648 32.326 0.676
O 34.215 50.063 32.574 -0.694
C 34.809 48.096 33.954 -0.268
H 32.535 47.900 30.875 0.288
H 32.493 47.595 32.738 0.420
H 33.305 46.656 31.914 0.135
H 34.110 48.374 34.640 0.557
H 35.683 48.457 34.479 0.088
H 35.031 46.911 33.998 -0.282
C 39.120 43.316 29.629 -0.788
S 37.859 42.024 29.770 0.339
O 37.427 42.011 31.228 -0.461
C 36.544 42.737 28.868 -0.592
H 38.450 44.365 29.467 0.083
H 39.638 43.083 28.781 0.551
H 39.897 43.153 30.383 0.225
H 36.395 42.427 27.915 0.479
H 36.678 43.826 28.852 0.195
H 35.459 42.599 29.491 0.027
C 42.481 48.778 33.082 -0.595
S 43.573 50.214 32.762 0.472
O 44.832 49.656 32.196 -0.606
C 42.459 50.996 31.602 -0.995
H 41.501 49.118 33.406 0.072
H 43.021 48.221 34.040 0.246
H 42.242 48.001 32.323 0.318
H 42.284 50.452 30.565 0.297
H 43.013 51.836 30.876 0.296
H 41.720 51.400 32.059 0.449
C 34.719 42.724 34.717 -0.701
S 35.057 41.789 33.256 0.774
O 34.383 40.360 33.127 -0.744
C 34.188 42.795 32.110 -1.059
H 33.535 42.519 34.967 0.283
H 34.913 43.777 34.621 0.117
H 35.373 42.195 35.388 0.328
H 34.100 42.291 31.226 0.307
H 34.448 43.875 31.912 0.195
H 33.169 42.642 32.307 0.485
C 40.634 48.005 36.944 -0.855
S 39.164 47.407 36.303 0.668
O 38.060 47.702 37.389 -0.689
C 38.955 48.527 34.932 -0.426
H 40.312 48.986 37.104 0.395
H 41.475 48.062 36.197 0.150
H 41.040 47.412 37.799 0.331
H 39.480 48.301 34.112 -0.009
H 38.877 49.557 35.235 0.594
H 37.920 48.532 34.502 -0.160
C 39.132 42.840 36.653 -1.257
S 39.200 41.733 35.279 0.202
O 37.720 41.801 34.993 -0.438
C 39.912 42.823 34.116 -0.290
H 38.756 42.435 37.474 0.569
H 38.453 43.718 36.653 0.282
H 40.051 43.171 37.098 0.446
H 41.059 42.722 34.352 0.368
H 39.472 43.704 34.260 -0.155
H 39.725 42.532 33.186 0.239
C 36.710 45.697 32.641 0.350
S 38.044 46.410 31.655 0.184
O 37.938 47.870 32.093 -0.638
C 39.544 45.886 32.350 0.542
H 36.967 44.573 32.724 0.058
H 35.711 46.038 32.225 -0.168
H 37.040 46.172 33.547 -0.014
H 39.679 44.778 32.001 -0.152
H 39.247 45.849 33.308 -0.361
H 40.408 46.433 32.205 0.137
```

Energy above the lowest of the compared OMol25 structures with the same formula, charge and spin = 947.3 kJ/mol
Frontier orbital gap = 8.12 eV
Total charge = 0